a.
The following is a DFT calculation (wB97M-V/def2-TZVPD) of a gas-phase ion, C3H3N2O (charge +1).

Summary:
- SMILES string: N#CCC=[N+]=O
- HOMO-LUMO gap: 8.24 eV
- Charge: +1

Geometry (Å):
N1 -0.03490 -2.83715 -0.02264
C1 -0.36357 -1.75303 0.05719
C2 -0.76255 -0.26955 0.09801
C3 0.22575 0.94377 -0.20094
N2 1.43337 1.06048 -0.21800
O1 2.56409 1.16287 -0.02653
H1 -1.14045 -0.11482 1.24038
H2 -1.49065 -0.04343 -0.56793
H3 -0.43109 1.85085 -0.35954

Atomic partial charges in e from the natural (NBO) method, atoms 1 to 4: -0.17 0.22 -0.45 0.01


b.
The following is a DFT calculation (wB97M-V/def2-TZVPD) of a molecular structure, C3H3N2O.

Summary:
- HOMO-LUMO gap: 9.38 eV
- Charge: +1

Geometry (Å):
C1 -1.05558 -1.52469 0.00737
C2 -0.17133 1.37945 0.00584
C3 0.81473 -0.78614 -0.01091
N1 -1.33544 0.86513 0.00253
N2 -1.40283 -0.38409 -0.00274
O1 0.86533 0.54656 -0.01795
H1 0.03256 2.44289 0.02343
H2 1.11401 -1.26111 0.92492
H3 1.13855 -1.27802 -0.93250

Atomic partial charges in e from the natural (NBO) method, atoms 1 to 4: 0.36 0.47 0.19 -0.21


Which of them is most stable? Easy: a.


a.
The following is a DFT calculation (wB97M-V/def2-TZVPD) of 2 unconnected molecules or ions with the total composition C5H9N2S.

Summary:
- HOMO-LUMO gap (spin up / spin down): 5.34 / 5.40 eV
- Charge: +1

Geometry (Å):
C1 2.86241 -0.26793 0.82344
C2 1.53946 -0.19631 1.10881
C3 1.71916 0.62435 -0.90141
C4 -2.35137 -0.89419 0.03030
C5 -2.66401 0.59274 -0.37147
N1 2.94775 0.18799 -0.48039
N2 0.82501 0.36575 0.05655
S1 -1.65245 1.78419 0.38569
H1 3.66545 -0.75822 1.26270
H2 0.97392 -0.55331 1.99405
H3 1.66053 1.14899 -1.76474
H4 -2.60138 -0.88404 1.10865
H5 -2.95934 -1.51082 -0.68296
H6 -1.23172 -1.11062 -0.08930
H7 -3.66785 0.86555 0.03337
H8 -2.79486 0.61671 -1.42931
H9 3.72928 -0.01082 -1.08398

Atomic partial charges in e from the natural (NBO) method, atoms 1 to 4: -0.06 -0.09 0.19 -0.60


b.
The following is a DFT calculation (wB97M-V/def2-TZVPD) of 2 unconnected molecules or ions with the total composition C5H9N2S.

Summary:
- HOMO-LUMO gap (spin up / spin down): 9.47 / 4.56 eV
- Charge: +1

Geometry (Å):
C1 2.59895 -0.31921 -1.24318
C2 1.89776 0.02477 -2.33017
C3 0.54399 0.25737 -0.49223
C4 -0.40782 0.69509 0.36428
C5 -2.42483 -0.95919 1.89007
N1 1.88177 -0.13927 -0.12627
N2 0.64931 0.41286 -1.84731
S1 -3.39303 0.43233 1.78238
H1 3.65516 -0.57545 -1.37292
H2 2.03524 -0.07635 -3.39028
H3 -0.45131 0.44971 1.37214
H4 -1.17948 1.17020 -0.09077
H5 -1.92069 -1.40049 1.03832
H6 -1.86302 -1.22592 2.80933
H7 2.17714 -0.44403 0.72016
H8 -0.23759 0.80137 -2.28038
H9 -3.56156 0.89621 3.19683

Atomic partial charges in e from the natural (NBO) method, atoms 1 to 4: -0.01 -0.03 0.31 -0.32


c.
The following is a DFT calculation (wB97M-V/def2-TZVPD) of a gas-phase ion, C5H9N2S (charge +1).

Summary:
- HOMO-LUMO gap: 9.32 eV
- Charge: +1

Geometry (Å):
C1 -2.09681 0.83066 0.53586
C2 -1.67193 -1.24421 -0.61459
C3 0.58913 0.56322 0.03537
C4 1.04104 0.34583 1.45522
C5 1.63973 0.33728 -1.04063
N1 -2.30147 -0.35974 0.19656
N2 -0.40105 -1.41469 -0.56814
S1 -0.74099 1.67058 -0.24336
H1 -2.61514 1.34013 1.34048
H2 -2.37801 -1.98262 -1.07159
H3 1.52585 1.32351 1.63200
H4 1.68325 -0.54517 1.53382
H5 0.21391 0.25912 2.10242
H6 1.09859 0.41949 -2.04703
H7 1.98940 -0.70579 -1.04864
H8 2.40811 1.08127 -0.89889
H9 0.01638 -1.91885 -1.29886

Atomic partial charges in e from the natural (NBO) method, atoms 1 to 4: 0.05 0.31 0.25 -0.71


Which of them is most stable? Easy: c.


a.
The following is a DFT calculation (wB97M-V/def2-TZVPD) of a single C5H7N3OS molecule.

Summary:
- SMILES string: CSc1nc(=O)cc(N)[nH]1
- HOMO-LUMO gap: 8.69 eV
- Charge: 0

Geometry (Å):
C1 3.22256 0.65311 0.09770
S1 2.16676 -0.87506 0.03334
C2 0.63787 -0.13392 -0.09377
N1 0.20570 1.12186 0.16676
C3 -1.19965 1.50823 0.01958
O1 -1.44564 2.65116 -0.02930
C4 -2.15435 0.40287 -0.12612
C5 -1.61456 -0.86405 -0.08910
N2 -2.43566 -1.91023 0.13911
N3 -0.32432 -1.13949 -0.28593
H1 4.37329 0.44760 -0.27313
H2 2.77298 1.29613 -0.75380
H3 3.02318 1.26818 0.96605
H4 -3.23414 0.40212 0.10828
H5 -1.97450 -2.66383 0.60358
H6 -3.45146 -1.82222 0.58897
H7 -0.08356 -2.03887 -0.52835

Atomic partial charges in e from the natural (NBO) method, atoms 1 to 4: -0.75 0.28 0.24 -0.55


b.
The following is a DFT calculation (wB97M-V/def2-TZVPD) of a single C5H7N3OS molecule.

Summary:
- SMILES string: CSc1nc(=O)cc(N)[nH]1
- HOMO-LUMO gap: 9.57 eV
- Charge: 0

Geometry (Å):
C1 3.34196 0.54269 -0.02792
S1 2.27413 -0.93139 -0.04797
C2 0.66060 -0.19606 0.01816
N1 0.53537 1.06803 -0.04549
C3 -0.79479 1.66000 -0.03647
O1 -0.95081 2.85564 0.00375
C4 -1.90471 0.65900 -0.04367
C5 -1.69164 -0.65250 0.01190
N2 -2.59755 -1.75157 -0.17528
N3 -0.37492 -1.09060 0.13097
H1 4.37903 0.15906 0.07316
H2 3.30181 1.15133 -0.95887
H3 3.10056 1.14458 0.81782
H4 -2.88469 1.06759 0.03245
H5 -2.63745 -2.23687 0.81918
H6 -3.57733 -1.42848 -0.37746
H7 -0.17956 -2.02044 -0.19425

Atomic partial charges in e from the natural (NBO) method, atoms 1 to 4: -0.72 0.23 0.32 -0.56


Which of them is most stable? Easy: b.


a.
The following is a DFT calculation (wB97M-V/def2-TZVPD) of 2 unconnected molecules or ions with the total composition CH3Br2ClSi.

Summary:
- HOMO-LUMO gap (spin up / spin down): 7.18 / 5.62 eV
- Charge: 0

Geometry (Å):
C1 -0.69775 0.21019 -0.61805
Si1 0.43409 -0.83933 0.58968
Cl1 -2.30022 -0.50213 -0.36214
Br1 3.76359 0.71963 -0.07524
Br2 0.82543 -2.86275 -0.13390
H1 -0.38377 0.26076 -1.62082
H2 -0.81475 1.25622 -0.21342
H3 -0.23901 -0.37480 1.89235

Atomic partial charges in e from the natural (NBO) method, atoms 1 to 4: -0.83 1.13 -0.02 -0.46


b.
The following is a DFT calculation (wB97M-V/def2-TZVPD) of a single CH3Br2ClSi molecule.

Summary:
- SMILES string: ClC[SiH](Br)Br
- HOMO-LUMO gap: 10.88 eV
- Charge: 0

Geometry (Å):
Cl1 0.14634 -0.44914 2.27200
C1 0.80352 -0.11027 0.64771
Si1 -0.75163 0.12646 -0.57747
Br1 -0.13435 -0.50200 -2.60540
Br2 -1.34993 2.23514 -0.92979
H1 1.44953 0.66786 0.86834
H2 1.49320 -1.03448 0.60806
H3 -1.65669 -0.93356 -0.28346

Atomic partial charges in e from the natural (NBO) method, atoms 1 to 4: -0.08 -0.80 1.09 -0.31


Which of them is most stable? Easy: b.